The following is a DFT calculation (ωB97M-V with the def2-TZVPD basis set) of one molecule with the formula C4H7NO2.

Each line ends with the Löwdin charge.
Element x y z (Å)
1 O 1.414 -1.001 0.705  -0.02
2 C 0.211 -0.962 -0.038  -0.37
3 C 0.330 -0.037 -1.243  -0.17
4 N 0.456 1.357 -0.827  0.06
5 C -0.141 1.689 0.241  -0.24
6 O -0.872 0.934 1.083  -0.03
7 C -0.951 -0.476 0.817  -0.11
8 H 1.838 -0.135 0.629  0.09
9 H 0.004 -1.992 -0.350  0.15
10 H -0.550 -0.138 -1.890  0.13
11 H 1.207 -0.305 -1.840  0.12
12 H -0.100 2.716 0.601  0.13
13 H -1.907 -0.681 0.321  0.13
14 H -0.939 -0.969 1.791  0.13

Summary:
energy above the lowest of the compared OMol25 structures with the same formula, charge and spin = 32.7 kcal per mole
electronic energy = -361.82878 a.u.
net charge = 0
2S+1 = 1
Kohn-Sham gap = 10.69 eV
molecular weight = 101.1 g/mol
HOMO level = -9.9 eV

***

The following is a DFT calculation (ωB97M-V with the def2-TZVPD basis set) of C3H5Br2NO2 as an isolated structure.

Each line ends with the Löwdin charge.
Element x y z (Å)
1 C 1.778 -0.575 0.966  -0.11
2 C 0.987 0.338 -0.147  -0.29
3 C -0.410 0.604 0.402  -1.23
4 N -2.458 -0.211 -1.550  -0.22
5 O -3.469 -0.588 -0.987  0.07
6 O -2.137 0.267 -2.604  0.08
7 Br -1.218 -0.468 1.703  0.72
8 Br -1.236 2.255 0.210  0.69
9 H 1.430 -1.536 0.744  0.03
10 H 1.495 -0.429 1.967  0.02
11 H 2.799 -0.520 0.708  0.05
12 H 0.906 -0.401 -0.883  0.07
13 H 1.534 1.266 -0.529  0.12

Summary:
energy above the lowest of the compared OMol25 structures with the same formula, charge and spin = 123.7 kcal per mole
electronic energy = -5470.36485 a.u.
net charge = 0
2S+1 = 1
Kohn-Sham gap (spin up / spin down) = 9.91 / 6.48 eV
molecular weight = 246.9 g/mol
HOMO level (spin up / spin down) = -10.2 / -7.9 eV

***

The following is a DFT calculation (ωB97M-V with the def2-TZVPD basis set) of C48H43NO5P2SiV as an isolated structure.

Each line ends with the Löwdin charge.
Element x y z (Å)
1 V -0.331 -0.529 0.564  0.54
2 C 3.130 -1.794 1.883  -0.19
3 Si 2.223 -0.718 0.627  0.64
4 C 2.916 1.050 0.915  -0.27
5 C 4.273 1.359 0.753  -0.09
6 C 4.756 2.638 0.967  -0.07
7 C 3.889 3.655 1.364  -0.08
8 C 2.545 3.379 1.537  -0.11
9 C 2.060 2.088 1.310  -0.38
10 P 0.305 1.664 1.536  1.09
11 C -0.622 3.079 0.836  -0.32
12 C -1.913 3.363 1.283  -0.08
13 C -2.693 4.307 0.633  -0.08
14 C -2.201 4.973 -0.483  -0.08
15 C -0.922 4.691 -0.939  -0.07
16 C -0.139 3.750 -0.283  -0.09
17 C 0.017 1.742 3.338  -0.31
18 C -1.168 1.206 3.843  -0.10
19 C -1.427 1.220 5.203  -0.06
20 C -0.494 1.756 6.081  -0.08
21 C 0.695 2.272 5.591  -0.08
22 C 0.951 2.265 4.225  -0.07
23 C 2.948 -1.183 -1.074  -0.28
24 C 4.269 -1.600 -1.282  -0.09
25 C 4.773 -1.780 -2.559  -0.07
26 C 3.970 -1.527 -3.669  -0.08
27 C 2.658 -1.130 -3.487  -0.09
28 C 2.143 -0.994 -2.194  -0.38
29 P 0.436 -0.441 -1.879  1.09
30 C -0.627 -1.519 -2.909  -0.32
31 C -0.149 -2.676 -3.524  -0.09
32 C -1.009 -3.513 -4.225  -0.08
33 C -2.361 -3.216 -4.312  -0.09
34 C -2.853 -2.083 -3.680  -0.07
35 C -1.996 -1.247 -2.980  -0.11
36 C 0.448 1.186 -2.723  -0.31
37 C 1.490 2.053 -2.383  -0.10
38 C 1.571 3.316 -2.949  -0.09
39 C 0.606 3.735 -3.855  -0.10
40 C -0.435 2.882 -4.192  -0.07
41 C -0.513 1.613 -3.631  -0.07
42 H 4.108 -1.363 2.124  0.03
43 H 3.297 -2.809 1.513  0.03
44 H 2.542 -1.860 2.799  0.03
45 H 4.964 0.583 0.440  0.10
46 H 5.809 2.851 0.826  0.10
47 H 4.264 4.656 1.536  0.10
48 H 1.867 4.167 1.844  0.12
49 H -2.319 2.848 2.143  0.10
50 H -3.690 4.520 0.998  0.11
51 H -2.812 5.708 -0.992  0.10
52 H -0.530 5.195 -1.813  0.10
53 H 0.850 3.529 -0.663  0.07
54 H -1.882 0.748 3.170  0.09
55 H -2.348 0.791 5.578  0.11
56 H -0.688 1.755 7.146  0.10
57 H 1.434 2.676 6.271  0.10
58 H 1.893 2.654 3.860  0.09
59 H 4.913 -1.783 -0.428  0.10
60 H 5.798 -2.102 -2.697  0.10
61 H 4.370 -1.642 -4.668  0.10
62 H 2.032 -0.923 -4.348  0.11
63 H 0.896 -2.942 -3.450  0.10
64 H -0.617 -4.404 -4.698  0.11
65 H -3.029 -3.871 -4.857  0.10
66 H -3.910 -1.850 -3.722  0.11
67 H -2.396 -0.381 -2.470  0.08
68 H 2.248 1.740 -1.674  0.10
69 H 2.390 3.972 -2.681  0.11
70 H 0.668 4.720 -4.301  0.11
71 H -1.188 3.199 -4.903  0.10
72 H -1.323 0.956 -3.922  0.09
73 O -4.026 1.059 -0.771  0.11
74 C -3.039 0.396 -0.132  -0.47
75 O -1.825 0.625 -0.467  -0.17
76 C -3.341 -0.516 0.888  -0.20
77 C -4.594 -0.889 1.443  0.00
78 C -4.602 -1.758 2.503  -0.06
79 C -3.392 -2.256 3.053  -0.01
80 C -2.215 -1.849 2.464  -0.22
81 N -2.190 -1.047 1.412  0.02
82 C -0.806 -2.190 2.927  -0.56
83 O -0.614 -3.068 3.749  0.07
84 O 0.090 -1.432 2.365  -0.20
85 H -3.590 1.734 -1.304  0.12
86 H -5.508 -0.480 1.034  0.11
87 H -5.548 -2.055 2.939  0.10
88 H -3.365 -2.918 3.906  0.11
89 C -1.709 -4.660 0.567  -0.11
90 C -0.196 -4.864 0.821  -0.11
91 C 0.464 -3.749 0.009  -0.16
92 O -0.551 -2.749 -0.132  -0.26
93 C -1.765 -3.466 -0.386  -0.16
94 H -2.215 -4.423 1.502  0.10
95 H -2.192 -5.534 0.133  0.11
96 H 0.160 -5.845 0.510  0.11
97 H 0.025 -4.735 1.879  0.10
98 H 0.749 -4.089 -0.994  0.13
99 H 1.324 -3.296 0.499  0.09
100 H -1.763 -3.786 -1.432  0.11
101 H -2.600 -2.788 -0.218  0.12

Summary:
energy above the lowest of the compared OMol25 structures with the same formula, charge and spin = 0.0 kcal per mole
electronic energy = -4202.21689 a.u.
net charge = 0
2S+1 = 4
Kohn-Sham gap (spin up / spin down) = 6.22 / 7.17 eV
molecular weight = 854.9 g/mol
HOMO level (spin up / spin down) = -5.7 / -7.1 eV